# 1
{
  "formula": "C9H14N2PY",
  "method": "ωB97M-V/def2-TZVPD",
  "species": ["C", "C", "C", "C", "C", "Y", "P", "H", "H", "H", "H", "H", "H", "H", "H", "C", "N", "C", "C", "N", "C", "H", "H", "H", "H", "H", "H"],
  "xyz": [[1.099, -2.253, -2.366], [0.713, -3.187, -3.327], [-0.406, -3.945, -2.874], [-0.794, -3.534, -1.566], [0.030, -2.505, -1.112], [1.918, 0.375, -0.030], [0.884, 2.703, -0.967], [1.917, -1.520, -2.378], [1.197, -3.319, -4.296], [-0.895, -4.733, -3.446], [0.026, -1.963, -0.160], [-1.623, -3.960, -0.999], [-0.433, 2.834, -1.522], [1.583, 3.195, -2.128], [0.897, 3.948, -0.250], [-0.235, 2.724, 3.401], [-0.395, 1.653, 2.426], [-1.576, 1.203, 1.865], [-1.272, 0.202, 1.008], [0.104, 0.054, 0.998], [0.620, 0.957, 1.892], [0.271, 3.589, 2.949], [-1.220, 3.037, 3.767], [0.368, 2.373, 4.249], [-2.539, 1.613, 2.141], [-1.869, -0.441, 0.393], [1.631, 0.899, 2.331]],
  "nbo_charge": [-0.415, -0.306, -0.338, -0.312, -0.409, 1.146, -0.110, 0.142, 0.198, 0.196, 0.168, 0.196, 0.048, 0.047, 0.014, -0.403, -0.338, -0.077, -0.058, -0.705, -0.052, 0.211, 0.224, 0.218, 0.231, 0.260, 0.227],
  "lumo_energy_ev": [-0.869, -0.787],
  "de_lowest_kj_mol": 124.7,
  "spin_multiplicity": 1,
  "orbital_gap_ev": [4.401, 4.453],
  "homo_ev": [-5.2698, -5.2406]
}

***

# 2
{
  "formula": "C3H4N2O2S",
  "method": "ωB97M-V/def2-TZVPD",
  "species": ["C", "C", "C", "H", "H", "H", "H", "N", "N", "O", "O", "S"],
  "xyz": [[0.626, 0.192, -0.662], [0.068, -0.957, -1.355], [0.130, 0.239, 0.560], [1.378, 1.976, -0.883], [-0.218, -1.284, -2.326], [-2.439, -1.921, 0.430], [1.470, 1.173, 2.321], [-0.653, -1.489, -0.417], [-0.743, -0.729, 0.708], [1.173, 1.168, -1.363], [-1.771, -2.486, -0.444], [0.589, 1.830, 1.351]],
  "nbo_charge": [0.196, -0.108, -0.061, 0.501, 0.241, 0.512, 0.175, 0.129, -0.338, -0.679, -0.516, -0.051],
  "lumo_energy_ev": 0.442,
  "de_lowest_kj_mol": 583.2,
  "spin_multiplicity": 1,
  "orbital_gap_ev": 8.806,
  "homo_ev": -8.3645
}

***

# 3
{
  "formula": "C3H11N3",
  "method": "ωB97M-V/def2-TZVPD",
  "species": ["C", "N", "C", "N", "H", "H", "H", "H", "H", "H", "C", "N", "H", "H", "H", "H", "H"],
  "xyz": [[1.049, -3.218, 0.114], [-0.222, -2.497, -0.030], [-0.385, -1.370, 0.547], [0.568, -0.539, 1.244], [1.420, -3.628, -0.897], [0.848, -4.104, 0.742], [1.828, -2.532, 0.550], [-1.308, -0.804, 0.474], [0.452, 0.356, 0.863], [0.206, -0.362, 2.199], [-0.135, 2.980, -0.869], [-1.511, 2.466, -0.945], [0.616, 2.155, -0.614], [-0.095, 3.797, -0.100], [0.108, 3.484, -1.824], [-1.587, 1.565, -1.463], [-1.852, 2.251, 0.009]],
  "nbo_charge": [-0.465, -0.401, 0.256, -0.877, 0.207, 0.211, 0.204, 0.137, 0.359, 0.367, -0.416, -0.841, 0.159, 0.198, 0.199, 0.357, 0.346],
  "smiles": "C/N=C\\N.CN",
  "lumo_energy_ev": 0.701,
  "de_lowest_kj_mol": 184.4,
  "spin_multiplicity": 1,
  "orbital_gap_ev": 10.257,
  "homo_ev": -9.5560
}

***

# 4
{
  "formula": "C2H8NO",
  "method": "ωB97M-V/def2-TZVPD",
  "species": ["O", "H", "H", "H", "C", "C", "N", "H", "H", "H", "H", "H"],
  "xyz": [[2.305, 0.135, 0.060], [0.615, 0.137, 0.212], [2.790, -0.611, -0.227], [2.975, 0.782, 0.347], [-1.074, -0.816, -0.768], [-1.033, 0.924, 0.911], [-0.423, 0.121, 0.130], [-0.728, -0.678, -1.794], [-2.141, -0.618, -0.749], [-0.761, -1.825, -0.516], [-0.410, 1.558, 1.525], [-2.116, 0.892, 0.869]],
  "nbo_charge": [-0.965, 0.470, 0.502, 0.512, -0.439, 0.110, -0.380, 0.251, 0.232, 0.249, 0.234, 0.223],
  "lumo_energy_ev": -4.716,
  "de_lowest_kj_mol": 61.4,
  "charge": 1,
  "spin_multiplicity": 1,
  "orbital_gap_ev": 12.019,
  "homo_ev": -16.7354
}

***

no.,calculated total energy (eV)
1,-22863.9777
2,-21080.7879
3,-7758.1730
4,-5734.2477